Entry 1:
The following is a quantum chemistry calculation of a structure of composition C30H58I2N4O3PS at a distorted geometry, from OMol25.

```
99
Properties=species:S:1:pos:R:3:forces:R:3:mulliken_spin:R:1
C -5.10840 2.17452 0.27536 0.737 -0.747 -0.378 0.0000
C -4.85039 3.26383 -0.91511 3.298 2.614 1.721 -0.0001
I -6.14280 3.19451 -2.70476 0.627 -0.350 1.365 0.0000
C -3.78369 4.28246 -0.77454 -5.092 -3.468 -2.140 0.0006
I -3.60455 5.73170 -2.46273 0.185 -0.812 1.173 0.0000
P -2.57244 4.52811 0.66406 2.409 0.814 1.174 -0.0008
C -1.17292 4.78462 1.97992 1.167 0.348 0.571 0.0020
C 0.23202 5.27768 1.22282 0.179 -0.181 1.858 0.0039
C 1.12785 4.03161 0.63758 0.674 0.675 -0.041 0.0005
C 1.14508 3.91446 -1.00656 0.588 -0.112 0.244 -0.0003
C 1.46913 2.35369 -1.44351 -0.422 0.822 -0.540 0.0002
C 0.15702 1.36944 -1.37571 -0.408 -0.326 -0.299 0.0002
C 0.04302 0.51182 0.04670 -0.216 1.610 -0.651 0.0001
S 0.39219 -1.29640 -0.34766 -1.682 -0.910 -0.070 0.0000
C -1.16335 -2.21889 -0.83580 -4.026 -0.780 0.760 0.0000
N -2.46876 -2.39315 -0.05129 4.291 -0.641 -4.618 0.0000
N -3.33532 -3.19981 -0.81142 5.995 0.180 -4.875 0.0000
C -2.57157 -3.53207 -2.07450 -1.206 1.256 3.465 -0.0001
O -1.20905 -2.93392 -2.14388 -4.576 0.157 4.274 0.0006
H -5.93220 1.40653 -0.06615 1.467 1.723 0.845 0.0000
H -4.10959 1.53812 0.42725 -2.152 1.442 -0.444 0.0000
H -5.32322 2.64822 1.34210 0.225 -0.761 -2.506 0.0000
H -3.59093 5.10316 1.55190 -0.340 -0.131 -0.107 0.0000
H -2.72793 3.20785 1.19891 -0.875 -0.554 -0.124 0.0000
H -1.52504 3.97481 -0.20628 -0.015 -0.210 -0.431 -0.0001
H -2.21886 5.83129 0.12224 -0.350 0.284 -0.041 0.0002
H -1.00699 3.73939 2.52958 -0.036 2.234 -0.969 -0.0019
H -1.49472 5.59602 2.78829 0.733 -1.592 -1.546 0.0002
H 0.88254 5.76363 2.09796 -1.217 -0.881 -1.926 -0.0006
H 0.03459 6.14103 0.44041 0.252 -1.985 1.350 0.0000
H 2.25539 4.26315 0.95231 -2.246 -0.645 -0.679 0.0017
H 0.86567 3.00905 1.18330 0.217 2.229 -1.271 -0.0009
H 2.01863 4.63799 -1.37652 -1.729 -1.683 0.659 -0.0001
H 0.17002 4.31142 -1.53120 1.752 -0.994 1.297 -0.0001
H 1.82330 2.37449 -2.57304 -0.518 -0.183 2.363 0.0000
H 2.32992 1.96062 -0.74327 -1.589 0.594 -1.498 -0.0001
H 0.22105 0.57560 -2.25925 -0.027 1.691 1.936 -0.0001
H -0.85463 1.95754 -1.55893 2.209 -0.960 0.555 0.0000
H 0.93974 0.86541 0.75078 -2.025 -1.183 -1.392 -0.0003
H -0.98823 0.67627 0.58020 2.113 -0.454 -0.990 -0.0001
H -3.02847 -4.23507 -2.92429 1.604 1.926 2.019 0.0007
C 1.73806 2.30814 7.74110 -0.215 0.292 0.371 0.0098
C 2.12218 2.54886 6.24956 -0.184 -1.604 0.953 0.0283
C 3.66749 2.50932 6.04603 0.014 0.243 -0.274 0.0135
C 4.40634 3.78789 6.41508 0.039 0.018 -0.034 -0.0157
C 3.74821 5.00006 5.76671 -0.074 -0.262 -0.049 0.0128
C 2.24304 5.09867 6.11788 -0.037 1.713 0.857 0.0364
N 1.49350 3.83364 5.79062 1.336 -0.344 -4.744 0.2616
O 1.36156 3.77116 4.39195 -0.048 0.245 3.719 0.6591
C 2.11102 5.45345 7.62428 0.068 -0.418 0.236 0.0085
C 1.63238 6.34646 5.40320 -0.093 -0.613 -0.417 -0.0111
C 1.56369 1.27645 5.52174 -0.105 0.727 -0.618 -0.0063
H 1.24793 3.16410 8.21093 0.221 -0.022 -0.175 -0.0070
H 1.00445 1.49992 7.84815 0.253 0.044 -0.210 -0.0008
H 2.60736 2.04516 8.35112 -0.043 0.040 -0.068 -0.0003
H 3.88911 2.29728 4.99072 -0.282 0.059 0.083 0.0021
H 4.10057 1.67507 6.61311 -0.348 0.023 -0.053 0.0015
H 4.45494 3.89895 7.50082 -0.059 0.077 0.045 -0.0005
H 5.44447 3.71672 6.07138 -0.081 -0.036 0.070 0.0017
H 4.27339 5.90787 6.09093 -0.325 -0.019 0.004 -0.0006
H 3.88372 4.94482 4.67876 -0.243 -0.054 0.095 0.0032
H 1.06026 5.50372 7.93005 0.118 -0.061 -0.122 -0.0056
H 2.55755 6.43049 7.83734 -0.051 -0.092 -0.312 0.0001
H 2.62373 4.74919 8.28480 -0.128 0.017 -0.108 -0.0001
H 1.76891 6.31695 4.31826 -0.143 -0.222 0.161 0.0028
H 2.11624 7.26981 5.74520 0.059 -0.358 0.192 0.0000
H 0.56006 6.43914 5.61613 0.202 -0.139 -0.087 0.0007
H 0.46728 1.24751 5.54835 0.220 0.127 0.014 -0.0010
H 1.93076 0.36133 6.00287 0.063 0.382 0.203 0.0004
H 1.87761 1.21945 4.47204 -0.135 0.220 0.225 0.0023
C -2.51864 -7.97113 -6.61673 -0.295 0.073 0.422 0.0108
C -1.20464 -7.31566 -7.14011 -1.306 -1.083 -0.920 0.0258
C -0.02338 -8.33329 -7.14487 0.282 0.242 0.080 0.0204
C 0.65330 -8.55256 -5.79919 0.052 -0.007 0.007 -0.0192
C 1.01311 -7.22111 -5.15060 -0.115 -0.050 -0.268 0.0192
C -0.21796 -6.29103 -5.01642 -0.013 0.264 1.977 0.0238
N -0.92490 -6.08191 -6.33009 4.002 1.546 -2.661 0.2735
O -0.12309 -5.22936 -7.10974 -2.452 -1.926 2.098 0.6525
C -1.17755 -6.89434 -3.95446 -0.197 -0.360 -0.238 0.0133
C 0.22914 -4.94223 -4.36718 -0.014 0.007 -0.764 -0.0138
C -1.52145 -7.02328 -8.64836 0.571 0.709 0.291 -0.0064
H -2.88719 -7.53177 -5.68681 0.258 -0.081 -0.091 -0.0071
H -3.35147 -7.83057 -7.31639 0.325 -0.050 -0.044 -0.0011
H -2.40399 -9.04707 -6.45499 0.027 0.102 -0.003 -0.0002
H 0.74924 -7.98900 -7.84648 -0.227 0.178 0.066 0.0029
H -0.36349 -9.30293 -7.53117 -0.202 0.301 -0.034 0.0015
H 0.01400 -9.15005 -5.14510 -0.035 0.055 0.077 0.0003
H 1.56758 -9.13854 -5.94631 -0.122 0.008 -0.002 0.0021
H 1.45340 -7.41203 -4.16331 -0.246 0.235 -0.054 -0.0007
H 1.79819 -6.73256 -5.74222 -0.241 0.096 -0.015 0.0041
H -2.08245 -6.28652 -3.84569 0.136 -0.070 -0.100 -0.0060
H -0.69655 -6.93808 -2.97156 0.117 0.190 -0.250 0.0002
H -1.48224 -7.92081 -4.17499 -0.022 0.171 -0.048 0.0008
H 1.02120 -4.44562 -4.93517 -0.259 -0.094 -0.103 0.0014
H 0.63444 -5.10694 -3.36106 -0.238 -0.250 -0.219 -0.0004
H -0.61641 -4.24964 -4.27144 0.203 -0.177 -0.122 0.0021
H -2.30098 -6.25853 -8.75394 0.169 -0.124 0.137 -0.0019
H -1.87675 -7.93009 -9.15345 0.034 0.007 0.442 0.0006
H -0.63937 -6.68563 -9.20657 -0.167 0.050 0.290 0.0003
```
Positions in Å, forces in eV/Å.

The value obtained for the orbital gap (alpha / beta) is 5.68 / 4.82 eV. The calculation puts the molecular weight at 839.67 g mol⁻¹. As for the net charge: -1. As for the multiplicity: 3.

Entry 2:
The following is a quantum chemistry calculation of a structure of composition C30H58N2OP2Si2TeZr, from OMol25.

```
97
Properties=species:S:1:pos:R:3:forces:R:3:mulliken_charge:R:1
Zr -0.83291 -0.57654 -0.43628 -0.182 -0.761 -0.097 -1.4136
C 3.19107 -0.34607 -1.15438 -0.128 0.051 0.029 -1.5000
P 1.82200 -1.19486 -0.34462 -0.142 -0.154 0.208 1.8009
C 2.29287 -1.31204 1.40939 0.054 0.054 -0.175 0.0160
N 3.58393 -1.33618 1.64586 -0.028 -0.073 0.274 -0.2679
C 3.97816 -1.51443 2.92862 0.208 0.063 -0.334 0.3881
C 5.35657 -1.56439 3.23427 -0.083 0.006 -0.003 -0.5438
C 5.73513 -1.76025 4.52818 -0.002 -0.021 0.134 -0.6249
C 4.77174 -1.91074 5.56876 0.141 0.006 -0.018 -0.6097
C 3.43550 -1.86725 5.30798 -0.005 0.009 -0.098 -0.6615
C 3.00973 -1.66832 3.97490 -0.318 -0.048 0.208 0.3568
N 1.68760 -1.62378 3.69270 0.258 0.006 0.000 -0.1229
C 1.34315 -1.43730 2.43971 -0.129 -0.074 0.029 -0.1186
P -0.44474 -1.37303 2.14003 0.321 0.189 -0.107 1.1591
C -1.14488 -2.78137 3.02621 -0.039 0.035 -0.169 -1.6130
C -1.12181 0.18788 2.83421 -0.040 0.033 0.067 1.5590
C -0.86193 0.38841 4.32472 -0.046 0.089 0.057 -1.5657
C -2.62222 0.16931 2.52725 -0.075 -0.001 0.004 -1.6356
C -0.44505 1.28053 2.00711 0.032 -0.113 -0.041 -1.6859
C 1.73983 -2.89709 -1.06655 0.061 0.025 -0.005 1.5364
C 0.75876 -3.73452 -0.24529 -0.063 -0.058 0.008 -1.7733
C 1.22953 -2.69150 -2.49768 -0.003 -0.055 -0.041 -1.4624
C 3.11339 -3.57295 -1.06099 0.013 -0.078 -0.043 -1.6342
H 4.04745 -1.01058 -1.03581 0.072 0.076 -0.050 0.5274
H 3.41330 0.59083 -0.64989 0.005 -0.019 0.035 0.3786
H 2.98602 -0.16516 -2.20818 0.021 -0.027 -0.020 0.4333
H 6.07764 -1.45233 2.43655 -0.010 0.006 -0.012 0.5143
H 6.78692 -1.80643 4.77835 -0.007 0.001 0.022 0.4583
H 5.11713 -2.06351 6.58281 0.015 -0.005 -0.008 0.4600
H 2.69572 -1.98442 6.08767 -0.018 0.004 -0.013 0.5134
H -0.67802 -2.72242 4.01358 -0.081 -0.110 0.040 0.5560
H -0.87272 -3.72600 2.55701 0.055 0.002 0.012 0.4134
H -2.22819 -2.71264 3.11004 0.002 0.017 0.046 0.4560
H -1.34388 -0.38533 4.92297 0.013 -0.009 -0.021 0.4132
H -1.29106 1.34635 4.62983 0.014 -0.015 0.022 0.4827
H 0.20044 0.39722 4.56491 -0.017 -0.001 -0.038 0.3955
H -3.16835 -0.53551 3.15364 0.014 0.004 0.010 0.4656
H -2.84163 -0.11168 1.47642 0.033 0.012 -0.014 0.2306
H -3.05804 1.15857 2.68095 0.002 -0.004 0.011 0.5029
H 0.64208 1.28549 2.10220 0.006 0.033 -0.009 0.4614
H -0.83369 2.27331 2.24407 -0.012 -0.005 0.006 0.7224
H -0.67489 1.18268 0.90743 -0.046 0.265 -0.101 0.2568
H -0.26497 -3.32790 -0.23653 -0.001 0.077 0.002 0.3461
H 1.08676 -3.85919 0.78803 0.029 -0.001 -0.012 0.3621
H 0.67397 -4.73079 -0.68492 0.021 0.004 0.000 0.7044
H 0.33006 -2.04672 -2.53482 -0.035 0.011 0.023 0.0079
H 0.95418 -3.64658 -2.95022 0.018 0.002 0.001 0.4962
H 1.96944 -2.21859 -3.14323 0.022 -0.012 0.015 0.4145
H 3.57360 -3.57108 -0.07182 -0.033 0.004 0.008 0.3789
H 3.80390 -3.11875 -1.76989 -0.006 0.023 0.006 0.4078
H 2.98414 -4.61539 -1.36077 0.033 0.008 -0.013 0.5032
C -3.53945 -3.84804 -1.56213 0.000 -0.046 -0.021 -0.7387
C -3.67057 -2.99490 -2.82361 -0.031 -0.001 -0.035 -0.6189
C -2.42000 -2.14672 -2.81534 -0.055 0.005 0.187 -0.5891
O -2.10016 -1.98038 -1.32355 0.275 0.202 -0.019 0.7055
C -3.07136 -2.85464 -0.53392 0.102 0.147 -0.035 -0.3518
H -2.80541 -4.64311 -1.69739 -0.014 -0.021 0.030 0.3064
H -4.48345 -4.29766 -1.25530 -0.004 -0.001 -0.044 0.4902
H -4.56870 -2.37779 -2.78760 -0.002 -0.003 -0.014 0.2887
H -3.70469 -3.59610 -3.73156 -0.038 -0.009 0.012 0.4663
H -2.53782 -1.14300 -3.21943 0.004 0.018 -0.015 0.2016
H -1.55468 -2.64295 -3.24222 0.017 -0.061 0.003 0.4581
H -3.85889 -2.18176 -0.19597 -0.032 -0.017 0.006 0.3706
H -2.51151 -3.26255 0.30564 0.032 -0.049 -0.020 0.2332
C -4.90231 2.78852 -3.08907 -0.156 0.049 -0.182 -1.0412
Si -3.48874 2.44738 -1.97723 0.013 -0.083 0.003 -0.2497
C -3.25451 3.70249 -0.65437 0.063 0.190 0.192 -0.9342
C -3.70228 0.77103 -1.11988 -0.018 -0.267 0.064 0.1712
C -1.96655 2.16348 -3.07129 0.188 0.048 -0.195 -1.0578
Te -0.07437 1.66277 -2.19727 0.024 -0.068 0.214 0.0111
C 0.24742 3.52966 -1.16756 -0.070 0.016 0.051 -0.5373
Si 1.81843 4.52456 -1.73763 -0.021 -0.184 -0.035 0.0912
C 1.73216 4.62664 -3.57354 -0.102 -0.007 -0.276 -1.0337
C 3.23529 3.49559 -1.12204 0.152 -0.119 0.132 -0.2634
C 1.64959 6.13118 -0.86921 -0.114 0.251 0.112 -1.0538
H -5.84488 2.80368 -2.53733 0.003 0.003 -0.008 0.3927
H -4.98943 2.06041 -3.89735 -0.041 0.023 -0.011 0.3968
H -4.77491 3.77696 -3.53865 -0.053 -0.021 -0.035 0.3856
H -4.21490 3.82014 -0.14314 0.041 0.020 0.046 0.4089
H -2.98994 4.68901 -1.04102 0.000 -0.014 0.002 0.4269
H -2.51084 3.41456 0.09335 0.001 0.041 0.032 0.2394
H -4.37215 0.81628 -0.25930 -0.019 -0.017 -0.009 0.6070
H -2.72094 0.43316 -0.69799 -0.142 0.357 0.063 -0.5372
H -4.03689 -0.02550 -1.78600 -0.049 0.029 -0.010 0.1722
H -1.70146 3.05659 -3.64689 -0.022 -0.009 -0.013 0.6846
H -2.17368 1.38494 -3.81003 0.052 0.000 -0.025 0.7054
H 0.25419 3.32595 -0.09604 -0.005 -0.029 -0.010 0.2532
H -0.68328 4.03977 -1.41597 -0.019 0.082 0.075 0.2615
H 1.74841 3.64789 -4.06302 0.003 0.015 -0.019 0.3647
H 2.58878 5.17965 -3.96579 -0.004 0.010 0.013 0.3895
H 0.83536 5.16394 -3.89414 0.030 -0.013 -0.053 0.3656
H 2.91207 2.45637 -1.01095 0.077 0.011 -0.030 -0.6484
H 3.57081 3.84616 -0.14355 0.010 -0.042 -0.002 0.3939
H 4.09672 3.50788 -1.79092 -0.011 0.017 -0.002 0.4637
H 0.74907 6.66600 -1.17864 0.025 0.030 0.038 0.3802
H 2.50209 6.77391 -1.10430 0.003 -0.017 0.008 0.3660
H 1.62557 6.00151 0.21471 -0.002 0.058 0.000 0.3567
```
Positions in Å, forces in eV/Å.

The value obtained for the orbital gap is 5.03 eV. The energy above the lowest of the compared OMol25 structures with the same formula, charge and spin comes out at 0.168 eV. The calculation puts the molecular weight at 799.75 g mol⁻¹. As for the net charge: +4.